Density functional theory data (ωB97M-V/def2-TZVPD) for a molecular structure, C36H54F6FeP4Si.

XYZ file:
```
102
Properties=species:S:1:pos:R:3
Fe 0.672 0.289 0.748
C 3.900 2.237 -2.305
C 3.307 0.957 -2.887
C 4.458 0.078 -3.405
P 2.135 0.144 -1.673
C 3.334 -0.910 -0.698
C 3.197 -0.570 0.786
C 3.288 -2.401 -0.972
C 1.021 -0.818 -2.782
C 1.463 -1.346 -3.997
C 0.587 -1.968 -4.874
C -0.758 -2.061 -4.559
C -1.216 -1.519 -3.367
C -0.349 -0.890 -2.470
Si -1.105 -0.160 -0.915
C -2.318 -1.227 0.042
C -3.611 -0.757 0.294
C -4.480 -1.462 1.112
C -4.069 -2.652 1.686
C -2.791 -3.137 1.446
C -1.899 -2.429 0.645
P -0.216 -2.965 0.162
C -0.707 -4.199 -1.155
C -1.440 -5.443 -0.655
C 0.406 -4.551 -2.144
C 0.715 -3.824 1.552
C -0.045 -4.183 2.826
C 1.521 -5.032 1.072
C -1.968 1.484 -1.264
C -3.027 1.495 -2.176
C -3.876 2.586 -2.282
C -3.685 3.688 -1.459
C -2.614 3.715 -0.580
C -1.742 2.631 -0.485
P -0.182 2.760 0.447
C 0.955 3.652 -0.707
C 0.360 4.836 -1.465
C 2.233 4.010 0.059
C -0.467 3.834 1.944
C -0.413 5.363 1.806
C -1.799 3.473 2.635
H 4.680 2.618 -2.967
H 4.361 2.058 -1.330
H 3.146 3.009 -2.193
H 2.657 1.228 -3.724
H 5.318 0.142 -2.737
H 4.785 0.464 -4.371
H 4.220 -0.974 -3.527
H 4.311 -0.535 -1.003
H 3.990 -1.025 1.383
H 2.291 -1.002 1.245
H 3.246 0.509 0.969
H 2.303 -2.798 -0.747
H 4.022 -2.922 -0.353
H 3.505 -2.625 -2.016
H 2.499 -1.279 -4.284
H 0.962 -2.375 -5.804
H -1.450 -2.546 -5.236
H -2.271 -1.603 -3.126
H -3.941 0.180 -0.134
H -5.473 -1.077 1.304
H -4.742 -3.208 2.326
H -2.501 -4.072 1.894
H -1.431 -3.598 -1.714
H -0.820 -6.061 -0.001
H -1.723 -6.060 -1.512
H -2.353 -5.187 -0.120
H 1.149 -5.214 -1.712
H 0.909 -3.658 -2.514
H -0.026 -5.067 -3.004
H 1.444 -3.061 1.834
H -0.700 -5.044 2.671
H -0.630 -3.352 3.212
H 0.679 -4.463 3.595
H 0.881 -5.875 0.808
H 2.168 -5.358 1.890
H 2.159 -4.808 0.223
H -3.211 0.628 -2.801
H -4.693 2.571 -2.993
H -4.355 4.535 -1.516
H -2.455 4.598 0.022
H 1.214 2.883 -1.444
H -0.005 5.617 -0.800
H -0.462 4.525 -2.109
H 1.132 5.279 -2.098
H 2.680 3.135 0.538
H 2.057 4.752 0.831
H 2.972 4.439 -0.616
H 0.355 3.531 2.599
H -1.184 5.746 1.139
H 0.541 5.760 1.477
H -0.613 5.782 2.794
H -2.574 4.179 2.336
H -1.682 3.547 3.715
H -2.161 2.474 2.411
F -1.171 0.539 2.402
P -0.164 0.000 3.581
F 0.987 1.010 2.866
F 0.370 -1.096 2.377
F -0.605 1.145 4.555
F 0.945 -0.566 4.542
F -1.244 -1.038 4.052
```

As for the orbital gap (alpha / beta): 7.44 / 6.55 eV. The energy above the lowest of the compared OMol25 structures with the same formula, charge and spin is 0.00 kJ/mol. As for the largest force on an atom: 0.59 eV/A. The multiplicity is 6. For the LUMO energy (alpha / beta), the calculation gives -2.27 / -4.21 eV. As for the charge: +1. As for the electronic energy: -4921.99760 Eh.